[1]
{
  "formula": "C29H36AsN3O5PS2V",
  "method": "ωB97M-V with the def2-TZVPD basis set",
  "elements": ["V", "S", "C", "C", "C", "C", "C", "C", "As", "C", "C", "C", "C", "C", "C", "C", "C", "C", "C", "C", "C", "H", "H", "H", "H", "H", "H", "H", "H", "H", "H", "H", "H", "H", "H", "C", "P", "C", "C", "O", "H", "H", "H", "H", "H", "H", "H", "H", "H", "C", "C", "S", "O", "O", "C", "C", "N", "C", "N", "C", "C", "N", "O", "O", "C", "H", "H", "H", "H", "H", "H", "H", "H", "H", "H", "H", "H", "H"],
  "positions_angstrom": [[-0.4758, -0.0489, -0.1824], [-1.1794, -0.3108, 2.0454], [-1.5896, -2.0076, 2.3951], [-1.7398, -2.3891, 3.7284], [-2.0524, -3.6981, 4.0576], [-2.2216, -4.6560, 3.0665], [-2.0859, -4.2899, 1.7368], [-1.7813, -2.9756, 1.4015], [-1.5796, -2.3706, -0.4099], [-3.3230, -1.5832, -0.7907], [-3.5373, -1.0578, -2.0635], [-4.7370, -0.4284, -2.3685], [-5.7244, -0.3118, -1.3986], [-5.5099, -0.8276, -0.1272], [-4.3118, -1.4602, 0.1792], [-1.5975, -3.9501, -1.5131], [-2.7777, -4.6607, -1.7228], [-2.7660, -5.8042, -2.5052], [-1.5781, -6.2397, -3.0813], [-0.4061, -5.5275, -2.8793], [-0.4127, -4.3790, -2.0980], [-1.6020, -1.6496, 4.5062], [-2.1589, -3.9735, 5.0987], [-2.4591, -5.6784, 3.3271], [-2.2179, -5.0322, 0.9586], [-2.7767, -1.1578, -2.8328], [-4.9068, -0.0435, -3.3660], [-6.6630, 0.1710, -1.6357], [-6.2792, -0.7427, 0.6291], [-4.1501, -1.8560, 1.1747], [-3.7075, -4.3200, -1.2812], [-3.6824, -6.3555, -2.6685], [-1.5713, -7.1314, -3.6939], [0.5169, -5.8603, -3.3362], [0.5056, -3.8187, -1.9672], [-3.2391, 2.3775, 0.2290], [-1.8652, 2.8627, -0.8062], [-1.3626, 4.5079, -0.3222], [-2.4620, 2.9251, -2.4910], [-0.6889, 1.9025, -0.6942], [-4.0389, 3.1153, 0.1520], [-2.9109, 2.2951, 1.2658], [-3.6208, 1.4034, -0.0888], [-2.1887, 5.2116, -0.4200], [-0.5344, 4.8341, -0.9509], [-1.0297, 4.4868, 0.7155], [-3.2769, 3.6435, -2.5852], [-2.8299, 1.9374, -2.7734], [-1.6494, 3.2141, -3.1574], [3.8708, -4.7108, -4.7025], [4.4277, -4.6674, -3.2828], [4.0280, -3.1047, -2.5432], [4.7636, -2.0620, -3.2103], [2.5887, -2.9999, -2.4444], [4.6520, -3.2158, -0.8694], [4.8173, -1.8218, -0.2633], [3.6820, -0.9312, -0.5182], [2.4219, -1.1226, -0.0720], [1.5992, -0.2147, -0.5858], [2.3456, 0.5820, -1.4103], [3.6242, 0.1416, -1.3880], [4.7339, 0.7519, -2.0718], [4.4438, 1.5127, -2.9673], [5.8614, 0.5011, -1.6909], [2.0356, -2.2059, 0.8651], [4.1095, -5.6737, -5.1504], [4.3094, -3.9257, -5.3151], [2.7893, -4.5894, -4.6965], [5.5128, -4.7632, -3.2641], [3.9856, -5.4365, -2.6474], [5.6295, -3.6980, -0.8931], [3.9626, -3.8488, -0.3125], [5.6918, -1.3359, -0.6776], [4.9544, -1.9075, 0.8146], [1.9334, 1.4176, -1.9473], [2.8418, -2.4270, 1.5639], [1.7859, -3.1140, 0.3108], [1.1652, -1.8952, 1.4430]],
  "orbital_gap_ev": [7.4072, 7.7554],
  "multiplicity": 4,
  "e_above_lowest_kcal_mol": 0.0,
  "total_charge": 1,
  "e_tot_ev": -162845.7596
}

***

[2]
{
  "formula": "C20H19N5O2S",
  "method": "ωB97M-V with the def2-TZVPD basis set",
  "elements": ["C", "C", "C", "C", "N", "C", "S", "C", "C", "N", "O", "O", "N", "C", "C", "N", "C", "C", "C", "C", "C", "C", "C", "N", "C", "C", "C", "C", "H", "H", "H", "H", "H", "H", "H", "H", "H", "H", "H", "H", "H", "H", "H", "H", "H", "H", "H"],
  "positions_angstrom": [[4.7773, 0.4060, -1.3221], [3.3432, 0.8226, -1.1917], [2.8143, 1.0570, 0.0613], [1.4810, 1.4356, 0.1629], [0.7117, 1.6999, 1.2667], [-0.4677, 1.9852, 0.8040], [-1.8766, 2.5103, 1.7378], [-2.7559, 1.0253, 1.9659], [-4.1429, 0.9366, 2.0436], [-5.0195, 2.0195, 1.9249], [-6.2077, 1.8200, 1.7932], [-4.4941, 3.1279, 1.9429], [-4.5219, -0.3543, 2.2281], [-3.4221, -1.0456, 2.2854], [-3.3514, -2.5113, 2.4746], [-2.3066, -0.2496, 2.1479], [-0.9460, -0.7129, 2.1959], [-0.4078, -1.1584, 0.8539], [-1.1770, -1.1384, -0.2997], [-0.6289, -1.5268, -1.5112], [0.6882, -1.9414, -1.5794], [1.4574, -1.9739, -0.4285], [0.9127, -1.5839, 0.7798], [-0.5449, 1.9450, -0.5602], [0.6997, 1.5840, -1.0046], [1.2262, 1.3506, -2.2629], [2.5509, 0.9663, -2.3530], [3.1485, 0.6976, -3.7001], [4.8547, -0.5646, -1.8107], [5.3342, 1.1234, -1.9234], [5.2458, 0.3392, -0.3441], [3.4140, 0.9491, 0.9508], [-4.3630, -2.9041, 2.4557], [-2.7645, -2.9756, 1.6831], [-2.8972, -2.7566, 3.4346], [-0.9010, -1.5500, 2.9001], [-0.3113, 0.0915, 2.5833], [-2.2096, -0.8193, -0.2648], [-1.2375, -1.5033, -2.4030], [1.1136, -2.2384, -2.5258], [2.4859, -2.2977, -0.4724], [1.5146, -1.5966, 1.6759], [-1.3564, 2.1640, -1.1141], [0.6193, 1.4629, -3.1489], [2.4094, 0.8402, -4.4839], [3.9866, 1.3669, -3.8898], [3.5226, -0.3238, -3.7581]],
  "orbital_gap_ev": 8.6500,
  "multiplicity": 1,
  "e_above_lowest_kcal_mol": 52.4,
  "smiles": "Cc1cc2nc(Sc3c([N+](=O)[O-])nc(C)n3Cc3ccccc3)[nH]c2cc1C",
  "e_tot_ev": -43427.6283
}

***

[3]
{
  "formula": "C3H6N2O2S",
  "method": "ωB97M-V with the def2-TZVPD basis set",
  "elements": ["C", "C", "O", "N", "C", "O", "N", "S", "H", "H", "H", "H", "H", "H"],
  "positions_angstrom": [[-1.0274, 2.2426, 0.6590], [-0.1373, 1.0032, 0.3665], [0.5562, 0.7374, 1.4639], [-0.0881, 0.2967, -0.8441], [0.0231, -1.2221, -0.9921], [-0.7708, -1.7372, -1.8336], [1.1498, -1.6756, -0.2753], [1.9101, -3.1764, -0.3789], [-1.0335, 2.9090, -0.1593], [-2.1117, 2.2049, 0.7386], [-0.7322, 2.7111, 1.6321], [-0.6617, 0.7258, -1.7600], [1.6344, -1.1248, 0.4129], [1.2890, -3.8947, 0.9703]],
  "orbital_gap_ev": 10.0557,
  "multiplicity": 1,
  "e_above_lowest_kcal_mol": 77.1,
  "smiles": "CC(=O)NC(=O)NS",
  "e_tot_ev": -21116.5047
}

***

[4]
{
  "formula": "C10H16",
  "method": "ωB97M-V with the def2-TZVPD basis set",
  "elements": ["C", "C", "C", "C", "C", "C", "C", "H", "H", "H", "H", "H", "H", "H", "H", "C", "C", "C", "H", "H", "H", "H", "H", "H", "H", "H"],
  "positions_angstrom": [[3.4835, 0.8496, 0.0970], [2.3244, -0.0508, -0.2878], [2.1588, -1.2886, 0.2491], [1.1771, -2.0918, -0.2356], [0.2846, -1.5767, -1.2272], [0.4215, -0.2330, -1.5675], [1.4778, 0.5566, -1.1947], [4.2231, 0.2903, 0.5873], [3.0593, 1.8264, 0.5552], [4.0030, 1.3561, -0.7197], [2.6780, -1.7542, 1.0524], [1.0021, -3.0665, 0.2095], [-0.4783, -2.2883, -1.6188], [-0.1601, 0.0454, -2.4444], [1.7025, 1.4542, -1.6481], [-1.7398, 1.3331, 0.1052], [-3.0591, 0.7180, 0.5403], [-2.8260, -0.3937, 1.5856], [-1.0717, 0.6627, -0.4943], [-1.2190, 1.6818, 0.9804], [-1.8446, 2.1898, -0.5476], [-3.6197, 1.5062, 0.9316], [-3.6319, 0.1717, -0.2596], [-3.7218, -0.9265, 1.6474], [-2.0885, -1.2098, 1.2112], [-2.5352, 0.2381, 2.4930]],
  "orbital_gap_ev": 9.8906,
  "multiplicity": 1,
  "e_above_lowest_kcal_mol": 43.7,
  "smiles": "Cc1ccccc1.CCC",
  "e_tot_ev": -10627.8468
}

***

[5]
{
  "formula": "C2H11N2O3Si",
  "method": "ωB97M-V with the def2-TZVPD basis set",
  "elements": ["C", "C", "N", "N", "O", "O", "O", "Si", "H", "H", "H", "H", "H", "H", "H", "H", "H", "H", "H"],
  "positions_angstrom": [[-1.2716, 1.0244, -0.3100], [-0.3814, -0.2069, -0.2225], [-0.7500, -1.1485, -1.1306], [-0.6486, -0.6858, 1.2833], [1.5448, 1.3082, 1.0282], [2.6745, 0.4326, -1.1546], [2.1937, -1.4036, 0.5242], [1.6846, 0.0170, -0.0001], [-1.2950, 1.9316, 0.3184], [-2.3145, 0.6020, -0.4277], [-0.9132, 1.3731, -1.3351], [-0.0689, -1.8973, -1.0665], [-1.7504, -1.4394, -1.3599], [-0.2089, -1.3975, 1.8870], [-0.4221, 0.2089, 1.7353], [-1.6205, -0.9026, 1.3126], [2.1851, 2.0684, 0.9821], [2.5755, 1.1118, -1.7218], [2.7281, -2.0706, 0.2256]],
  "orbital_gap_ev": [4.3129, 7.6839],
  "multiplicity": 3,
  "total_charge": 1,
  "e_tot_ev": -19242.8418
}

***

[6]
{
  "formula": "C2H5FO",
  "method": "ωB97M-V with the def2-TZVPD basis set",
  "elements": ["C", "C", "F", "H", "H", "H", "O", "H", "H"],
  "positions_angstrom": [[-0.7509, 0.9327, -1.1483], [0.3520, 0.9666, -0.4285], [1.4466, 1.7170, -0.6281], [-0.9552, 1.3924, -2.1202], [-1.6363, 0.3752, -0.6543], [0.5204, 0.5944, 0.6711], [1.3395, -1.2815, 1.3859], [0.6133, -1.9025, 1.4371], [0.9001, -0.4693, 1.6401]],
  "orbital_gap_ev": 11.0051,
  "multiplicity": 1,
  "e_above_lowest_kcal_mol": 30.4,
  "smiles": "C=CF.O",
  "e_tot_ev": -6918.2928
}

***

[7]
{
  "formula": "C54H45N9O18",
  "method": "ωB97M-V with the def2-TZVPD basis set",
  "elements": ["O", "N", "O", "C", "C", "C", "C", "C", "C", "H", "H", "H", "H", "H", "O", "N", "O", "C", "C", "C", "C", "C", "C", "H", "H", "H", "H", "H", "O", "N", "O", "C", "C", "C", "C", "C", "C", "H", "H", "H", "H", "H", "O", "N", "O", "C", "C", "C", "C", "C", "C", "H", "H", "H", "H", "H", "O", "N", "O", "C", "C", "C", "C", "C", "C", "H", "H", "H", "H", "H", "O", "N", "O", "C", "C", "C", "C", "C", "C", "H", "H", "H", "H", "H", "O", "N", "O", "C", "C", "C", "C", "C", "C", "H", "H", "H", "H", "H", "O", "N", "O", "C", "C", "C", "C", "C", "C", "H", "H", "H", "H", "H", "O", "N", "O", "C", "C", "C", "C", "C", "C", "H", "H", "H", "H", "H"],
  "positions_angstrom": [[5.3150, 0.2602, 4.4467], [5.0178, 0.1995, 3.2874], [5.4477, -0.6376, 2.4870], [3.8567, 1.1208, 2.8832], [3.4312, 2.2157, 3.5914], [2.2652, 2.8007, 3.1754], [1.4908, 2.3597, 2.1035], [1.9128, 1.2553, 1.4581], [3.1550, 0.6693, 1.7825], [3.8269, 2.5597, 4.5611], [1.9900, 3.6618, 3.7479], [0.6542, 2.8723, 1.7363], [1.3266, 0.8075, 0.6193], [3.5498, -0.1306, 1.1919], [1.6746, -3.2232, 4.6845], [2.2375, -2.6651, 3.7220], [2.5678, -1.4722, 3.6807], [2.6804, -3.5388, 2.6445], [1.8258, -4.5239, 2.0679], [2.3433, -5.3506, 1.0879], [3.6705, -5.1850, 0.5596], [4.5070, -4.3254, 1.2363], [3.9731, -3.4649, 2.2074], [0.7375, -4.5532, 2.4110], [1.7341, -6.1687, 0.7625], [4.0337, -5.8473, -0.1414], [5.5354, -4.2565, 1.0124], [4.6589, -2.6283, 2.4895], [-1.6405, -0.8374, 2.0036], [-0.8265, -1.0081, 2.8586], [-0.3172, -2.1277, 3.0057], [-0.5713, 0.0629, 3.8610], [0.1246, -0.2295, 5.0099], [0.0771, 0.6632, 6.0859], [-0.4039, 1.9502, 5.8434], [-0.9420, 2.2841, 4.6106], [-1.0849, 1.2903, 3.6466], [0.5731, -1.2370, 5.1058], [0.4515, 0.2847, 7.0578], [-0.5060, 2.7297, 6.5915], [-1.2531, 3.3694, 4.4754], [-1.6399, 1.4207, 2.7533], [4.4974, -1.5323, -1.7337], [3.6112, -2.3701, -1.7670], [3.7913, -3.5547, -1.9185], [2.1967, -1.8253, -1.5426], [1.1768, -2.6511, -1.1135], [-0.0317, -2.0129, -0.9012], [-0.3685, -0.7239, -1.2388], [0.6433, -0.0024, -1.8096], [1.9036, -0.5293, -1.9332], [1.2144, -3.6683, -0.7152], [-0.8650, -2.5893, -0.4880], [-1.3537, -0.2809, -1.0485], [0.4912, 0.9642, -2.2307], [2.7462, 0.1419, -2.1806], [-4.7259, -1.6223, 3.6228], [-4.7820, -0.4743, 3.3659], [-4.2292, 0.4026, 3.9867], [-5.6659, -0.0901, 2.2417], [-5.4529, 1.1282, 1.6298], [-6.1619, 1.4124, 0.4945], [-7.1794, 0.5571, -0.0333], [-7.3945, -0.5946, 0.7315], [-6.6180, -0.9481, 1.8122], [-4.6229, 1.7502, 1.9096], [-6.0498, 2.3990, -0.0137], [-7.7686, 0.8330, -0.8603], [-8.3024, -1.0966, 0.5417], [-6.7503, -1.8899, 2.3997], [-1.7067, -4.7140, -4.3370], [-2.1619, -4.5998, -3.2047], [-1.4537, -4.5175, -2.2018], [-3.6125, -4.4782, -3.0674], [-4.2099, -3.8275, -4.1137], [-5.6124, -3.5725, -4.0763], [-6.3868, -4.0642, -3.0713], [-5.7489, -4.6305, -1.9748], [-4.3377, -4.8783, -1.9606], [-3.5689, -3.3764, -4.8641], [-6.0496, -3.0024, -4.8659], [-7.4410, -3.8815, -3.1126], [-6.2727, -5.0879, -1.1406], [-3.7918, -5.3373, -1.1105], [2.2724, 4.2445, -1.0328], [2.9956, 3.3032, -1.0934], [2.7906, 2.2891, -1.7412], [4.3035, 3.5039, -0.3727], [4.6443, 4.7160, 0.1804], [5.8957, 4.7773, 0.7047], [6.8061, 3.6968, 0.7459], [6.4152, 2.5199, 0.1140], [5.1631, 2.4687, -0.5195], [3.9989, 5.5899, 0.1667], [6.1986, 5.7357, 1.1366], [7.7930, 3.7249, 1.1408], [7.0134, 1.6464, 0.2091], [4.9408, 1.5394, -1.0654], [-2.0272, -1.9515, -4.2011], [-1.4575, -0.9973, -4.6147], [-1.9436, 0.0944, -4.8683], [-0.0881, -1.1959, -5.0908], [0.6315, -2.3077, -4.6865], [1.9796, -2.4377, -4.9988], [2.6506, -1.4698, -5.6674], [1.9484, -0.3789, -6.2087], [0.5982, -0.1833, -5.8288], [0.2119, -3.1649, -4.2103], [2.4506, -3.3363, -4.5701], [3.7247, -1.5920, -5.9363], [2.4482, 0.3172, -6.8655], [0.1352, 0.7690, -5.8766], [-3.1017, 2.8600, 0.8484], [-2.0755, 3.3934, 0.4108], [-0.9945, 2.8452, 0.4304], [-2.2410, 4.6374, -0.4273], [-1.0692, 5.3675, -0.6031], [-1.1429, 6.6033, -1.2185], [-2.3484, 7.0312, -1.8441], [-3.4918, 6.2406, -1.6569], [-3.4375, 5.0794, -0.8937], [-0.0886, 5.0882, -0.2580], [-0.2615, 7.2547, -1.1759], [-2.5191, 7.9729, -2.3544], [-4.4204, 6.5824, -2.1788], [-4.3567, 4.5314, -0.5405]],
  "orbital_gap_ev": 8.3547,
  "multiplicity": 1,
  "e_above_lowest_kcal_mol": 68.3,
  "smiles": "O=[N+]([O-])c1ccccc1.O=[N+]([O-])c1ccccc1.O=[N+]([O-])c1ccccc1.O=[N+]([O-])c1ccccc1.O=[N+]([O-])c1ccccc1.O=[N+]([O-])c1ccccc1.O=[N+]([O-])c1ccccc1.O=[N+]([O-])c1ccccc1.O=[N+]([O-])c1ccccc1",
  "e_tot_ev": -106966.5520
}

***

[8]
{
  "formula": "C4H11N5O2",
  "method": "ωB97M-V with the def2-TZVPD basis set",
  "elements": ["C", "C", "C", "C", "N", "N", "N", "N", "N", "O", "O", "H", "H", "H", "H", "H", "H", "H", "H", "H", "H", "H"],
  "positions_angstrom": [[1.2107, -1.8494, 1.0652], [0.3084, -0.9231, 1.9047], [-0.6509, -1.2868, -0.1339], [-1.4022, 2.5363, -0.9931], [0.4367, -2.0674, -0.1504], [-0.9225, -0.8625, 1.1243], [-0.6166, 1.5492, -0.2628], [-0.2666, 0.4777, -1.0718], [0.9896, 0.4400, -1.4583], [1.3403, -0.5749, -2.0637], [1.7578, 1.3600, -1.1760], [2.1824, -1.4002, 0.8501], [1.3719, -2.8133, 1.5550], [0.0909, -1.3359, 2.8908], [0.7541, 0.0688, 2.0297], [-1.4506, -1.4648, -0.8343], [-2.3194, 2.0628, -1.3380], [-1.6413, 3.3499, -0.3117], [-0.8666, 2.9408, -1.8590], [0.9244, -2.1807, -1.0350], [-1.4820, -0.0221, 1.2013], [0.2512, 1.9957, 0.0670]],
  "orbital_gap_ev": 9.3794,
  "multiplicity": 1,
  "e_above_lowest_kcal_mol": 136.8,
  "e_tot_ev": -15867.2662
}